{
  "formula": "C19H17BBrN2O5PtSTe",
  "method": "ωB97M-V with the def2-TZVPD basis set",
  "largest_force_ev_per_a": 2.35,
  "de_lowest_kcal_mol": 67.0,
  "multiplicity": 1,
  "orbital_gap_ev": 7.1,
  "total_energy_ha": -4603.948982,
  "total_charge": 1,
  "elements": ["Pt", "O", "S", "O", "O", "O", "O", "C", "Br", "C", "C", "C", "C", "N", "C", "H", "H", "H", "H", "Te", "C", "C", "C", "C", "C", "C", "C", "C", "C", "C", "C", "C", "H", "H", "H", "H", "H", "H", "H", "H", "H", "H", "B", "C", "N", "H", "H", "H"],
  "xyz": [[1.893, 1.399, 2.144], [1.817, -0.469, 1.364], [3.131, -0.186, 0.522], [3.185, -1.127, -0.553], [2.678, 1.224, 0.040], [4.261, -0.108, 1.395], [2.188, 4.116, 3.394], [2.096, 3.114, 2.899], [-1.983, -1.555, 4.855], [-0.226, -0.909, 4.824], [0.762, -1.453, 5.632], [2.045, -0.945, 5.547], [2.316, 0.075, 4.659], [1.348, 0.603, 3.894], [0.094, 0.121, 3.965], [0.525, -2.257, 6.316], [2.846, -1.340, 6.155], [3.307, 0.489, 4.539], [-0.645, 0.589, 3.330], [0.449, 0.028, -1.110], [-1.580, -0.537, -1.066], [-1.842, -1.874, -0.804], [-3.160, -2.317, -0.819], [-4.187, -1.430, -1.091], [-3.912, -0.090, -1.338], [-2.604, 0.368, -1.324], [0.560, -0.374, -3.204], [0.922, -1.700, -3.299], [1.030, -2.229, -4.582], [0.810, -1.430, -5.693], [0.473, -0.089, -5.552], [0.350, 0.462, -4.284], [-1.045, -2.573, -0.580], [-3.377, -3.357, -0.612], [-5.211, -1.780, -1.106], [-4.717, 0.603, -1.538], [-2.413, 1.419, -1.505], [1.144, -2.321, -2.435], [1.311, -3.267, -4.699], [0.916, -1.853, -6.682], [0.312, 0.529, -6.424], [0.088, 1.504, -4.160], [-1.198, 3.995, -0.263], [-0.621, 2.590, -0.060], [-0.205, 1.505, 0.172], [-1.253, 4.461, 0.853], [-2.280, 3.800, -0.760], [-0.397, 4.577, -0.954]]
}


{
  "formula": "C19H17Cl5IrNO2S",
  "method": "ωB97M-V with the def2-TZVPD basis set",
  "largest_force_ev_per_a": 1.98,
  "de_lowest_kcal_mol": 45.0,
  "multiplicity": 2,
  "orbital_gap_ev": [7.1, 6.8],
  "s2": 0.760,
  "total_energy_ha": -3742.912481,
  "total_charge": -1,
  "elements": ["Ir", "Cl", "C", "C", "C", "Cl", "C", "Cl", "C", "Cl", "C", "Cl", "C", "C", "C", "C", "C", "C", "C", "C", "C", "C", "C", "C", "O", "H", "H", "H", "H", "H", "H", "H", "H", "H", "H", "H", "H", "H", "H", "H", "H", "H", "O", "S", "C", "N"],
  "xyz": [[-0.209, -0.203, 0.146], [-0.500, -0.597, 2.611], [-0.432, 1.158, 2.503], [-0.193, 1.476, 1.181], [-0.015, 2.823, 0.894], [0.434, 3.311, -0.691], [-0.160, 3.776, 1.909], [0.027, 5.450, 1.545], [-0.448, 3.400, 3.224], [-0.635, 4.578, 4.468], [-0.573, 2.048, 3.539], [-0.885, 1.483, 5.133], [2.091, -1.815, -1.384], [1.810, -1.459, -2.831], [2.539, -0.166, -3.218], [0.345, -1.386, -3.196], [-0.167, -2.255, -4.155], [-1.453, -2.101, -4.646], [-2.207, -1.014, -4.234], [-1.737, -0.120, -3.279], [-2.502, 1.168, -3.057], [-1.706, 2.339, -3.646], [-2.949, 1.474, -1.629], [-0.489, -0.379, -2.698], [-0.024, 0.432, -1.706], [3.153, -2.008, -1.198], [1.451, -2.611, -0.983], [1.930, -0.954, -0.554], [2.219, -2.249, -3.482], [2.179, 0.662, -2.606], [2.376, 0.079, -4.272], [3.612, -0.280, -3.049], [0.467, -3.055, -4.523], [-1.851, -2.797, -5.375], [-3.187, -0.844, -4.668], [-3.413, 1.065, -3.657], [-0.767, 2.458, -3.103], [-2.274, 3.271, -3.571], [-1.472, 2.157, -4.696], [-2.097, 1.717, -0.992], [-3.483, 0.631, -1.187], [-3.618, 2.339, -1.638], [1.656, -0.081, 0.429], [-4.203, -2.804, -0.692], [-2.872, -1.926, -0.455], [-1.901, -1.282, -0.299]]
}


{
  "formula": "C19H17ClN4S",
  "method": "ωB97M-V with the def2-TZVPD basis set",
  "largest_force_ev_per_a": 3.49,
  "de_lowest_kcal_mol": 0.0,
  "multiplicity": 1,
  "orbital_gap_ev": 8.4,
  "total_energy_ha": -1811.636188,
  "elements": ["C", "C", "C", "N", "C", "N", "C", "C", "C", "C", "C", "C", "C", "N", "N", "C", "C", "C", "C", "Cl", "C", "C", "C", "C", "S", "H", "H", "H", "H", "H", "H", "H", "H", "H", "H", "H", "H", "H", "H", "H", "H", "H"],
  "xyz": [[-2.396, -0.788, 5.339], [-1.101, -0.011, 5.635], [-1.272, 1.493, 5.336], [0.032, -0.501, 4.866], [0.141, -0.516, 3.505], [-0.790, -0.236, 2.646], [-0.273, -0.496, 1.371], [-1.046, -0.340, 0.201], [-0.521, -0.669, -1.045], [0.812, -1.035, -1.183], [1.338, -1.423, -2.509], [2.216, -2.461, -2.749], [2.387, -2.506, -4.189], [1.708, -1.555, -4.755], [1.083, -0.836, -3.783], [0.572, 0.426, -4.027], [-0.072, 0.706, -5.272], [-0.464, 2.027, -5.566], [-0.294, 3.008, -4.593], [-0.759, 4.648, -4.897], [0.288, 2.752, -3.366], [0.715, 1.473, -3.088], [1.586, -1.246, -0.005], [1.020, -0.957, 1.243], [1.676, -1.066, 2.841], [-2.191, -1.845, 5.342], [-2.840, -0.540, 4.383], [-3.120, -0.598, 6.169], [-0.843, -0.146, 6.670], [-1.871, 1.915, 6.125], [-0.342, 2.029, 5.318], [-1.791, 1.652, 4.400], [0.752, -0.973, 5.400], [-2.064, 0.060, 0.284], [-1.154, -0.607, -1.924], [2.567, -3.184, -2.004], [3.069, -3.204, -4.686], [-0.137, -0.017, -6.048], [-0.877, 2.245, -6.548], [0.415, 3.505, -2.612], [1.190, 1.323, -2.121], [2.649, -1.508, -0.105]]
}


{
  "formula": "C19H17F16O4",
  "method": "ωB97M-V with the def2-TZVPD basis set",
  "largest_force_ev_per_a": 1.12,
  "de_lowest_kcal_mol": 0.0,
  "multiplicity": 1,
  "orbital_gap_ev": 6.6,
  "total_energy_ha": -2633.119257,
  "total_charge": -1,
  "elements": ["C", "C", "C", "C", "C", "C", "C", "C", "O", "O", "C", "H", "H", "H", "H", "H", "H", "H", "H", "H", "C", "C", "C", "F", "F", "F", "F", "O", "C", "C", "F", "F", "F", "F", "H", "H", "H", "H", "C", "C", "C", "F", "F", "F", "F", "O", "C", "C", "F", "F", "F", "F", "H", "H", "H", "H"],
  "xyz": [[2.619, 0.422, 0.785], [1.289, 1.133, 0.949], [1.259, 2.519, 1.080], [0.048, 3.167, 1.212], [-1.134, 2.434, 1.230], [-1.117, 1.045, 1.092], [-2.416, 0.252, 1.082], [-2.331, -0.847, 0.003], [-2.471, -0.452, -1.167], [-2.092, -2.005, 0.402], [0.108, 0.386, 0.957], [2.523, -0.295, -0.027], [3.363, 1.151, 0.473], [2.924, -0.077, 1.698], [2.192, 3.061, 1.063], [-0.004, 4.240, 1.319], [-2.086, 2.935, 1.332], [-3.211, 0.934, 0.795], [-2.593, -0.176, 2.066], [0.151, -0.688, 0.857], [-4.852, -7.182, 0.677], [-3.841, -8.267, 1.089], [-3.745, -8.618, 2.575], [-3.326, -7.575, 3.311], [-2.846, -9.626, 2.730], [-2.619, -7.977, 0.604], [-4.256, -9.423, 0.480], [-4.370, -5.884, 0.433], [-4.273, -4.948, 1.447], [-2.833, -4.484, 1.655], [-2.056, -5.553, 2.001], [-2.815, -3.618, 2.686], [-4.835, -5.414, 2.592], [-4.999, -3.884, 1.067], [-5.217, -7.512, -0.296], [-5.719, -7.176, 1.340], [-4.714, -8.961, 2.952], [-2.438, -4.008, 0.756], [4.294, 4.407, -3.233], [3.347, 4.166, -2.046], [2.005, 4.900, -2.052], [2.182, 6.242, -2.012], [1.308, 4.532, -0.961], [4.001, 4.406, -0.886], [3.042, 2.843, -2.077], [5.361, 5.325, -3.047], [5.219, 6.662, -3.302], [5.452, 7.500, -2.043], [4.556, 7.186, -1.091], [5.303, 8.810, -2.353], [4.044, 6.956, -3.884], [6.193, 7.008, -4.179], [4.798, 3.453, -3.380], [3.746, 4.606, -4.154], [1.423, 4.641, -2.942], [6.459, 7.329, -1.659]]
}


{
  "formula": "C19H17F2N3O",
  "method": "ωB97M-V with the def2-TZVPD basis set",
  "largest_force_ev_per_a": 3.09,
  "de_lowest_kcal_mol": 0.0,
  "multiplicity": 1,
  "orbital_gap_ev": 8.6,
  "total_energy_ha": -1173.456673,
  "elements": ["C", "C", "C", "C", "C", "C", "C", "C", "N", "C", "C", "C", "F", "C", "C", "C", "N", "C", "F", "C", "N", "C", "C", "C", "O", "H", "H", "H", "H", "H", "H", "H", "H", "H", "H", "H", "H", "H", "H", "H", "H", "H"],
  "xyz": [[1.821, 1.275, -4.173], [1.171, 0.632, -2.953], [1.731, 0.921, -1.659], [1.250, 0.261, -0.516], [0.174, -0.604, -0.604], [-0.457, -0.793, -1.850], [0.023, -0.200, -3.036], [-0.638, -0.554, -4.257], [-1.184, -0.919, -5.234], [-0.137, -1.089, 0.738], [-1.315, -1.950, 1.127], [-1.602, -3.141, 0.425], [-0.780, -3.496, -0.620], [-2.710, -3.916, 0.731], [-3.640, -3.445, 1.677], [-3.463, -2.200, 2.252], [-4.466, -1.731, 3.132], [-2.280, -1.474, 2.022], [-2.097, -0.338, 2.713], [0.795, -0.551, 1.550], [1.601, 0.307, 0.828], [2.624, 1.216, 1.371], [2.041, 2.529, 1.912], [1.837, 3.587, 0.852], [3.092, 4.054, 0.336], [1.241, 2.139, -4.469], [2.822, 1.642, -3.931], [1.844, 0.540, -4.970], [2.529, 1.650, -1.591], [-1.342, -1.408, -1.855], [-2.871, -4.848, 0.187], [-4.493, -4.063, 1.925], [-5.368, -2.161, 3.145], [-4.429, -0.740, 3.393], [0.847, -0.697, 2.640], [3.159, 0.684, 2.169], [3.388, 1.451, 0.624], [1.067, 2.282, 2.333], [2.702, 2.911, 2.713], [1.229, 3.150, 0.057], [1.297, 4.408, 1.270], [2.990, 4.678, -0.404]]
}


What is the multiplicity in the fourth record?
1


Look up the multiplicity of the fifth one.
1